12 unconnected molecules or ions with the total composition C32H88O10 at a distorted geometry, computed with wB97M-V/def2-TZVPD.

Element x y z (Å)
C1 -115.5635 -52.5212 187.1839
C2 -115.1098 -53.2523 185.8957
C3 -114.1844 -52.4773 185.0668
C4 -113.6452 -53.2576 183.8977
C5 -112.8617 -52.4290 182.8522
C6 -112.2473 -53.2403 181.7179
H1 -114.6315 -52.5046 188.0235
H2 -116.0243 -53.2523 187.8278
H3 -115.8363 -51.5387 186.9422
H4 -116.0908 -53.7934 185.5260
H5 -114.7150 -54.0537 186.2790
H6 -113.3224 -52.1734 185.6742
H7 -114.5097 -51.6053 184.8836
H8 -114.3465 -53.8375 183.2373
H9 -113.0280 -54.0632 184.1839
H10 -111.9679 -51.9894 183.3537
H11 -113.4843 -51.5062 182.7526
H12 -111.3982 -53.7814 182.0117
H13 -112.0110 -52.7581 180.6369
H14 -112.8148 -54.0556 181.4918
C7 -113.9450 -51.3937 178.3457
C8 -115.4270 -50.9587 178.6648
C9 -115.4617 -49.6593 179.4145
C10 -114.7988 -49.6533 180.8199
C11 -115.1732 -48.4726 181.7493
C12 -114.3830 -48.4969 183.0793
H15 -113.9119 -52.2280 177.6339
H16 -113.3603 -51.5597 179.1265
H17 -113.3971 -50.4915 177.9601
H18 -115.9083 -51.7775 179.1803
H19 -115.9118 -50.7758 177.7396
H20 -116.5155 -49.2398 179.5712
H21 -115.1280 -48.9006 178.8744
H22 -113.5957 -49.8072 180.8473
H23 -115.3372 -50.5070 181.1915
H24 -116.0984 -48.5913 182.0436
H25 -115.0132 -47.5451 181.2875
H26 -115.0130 -49.3721 183.6310
H27 -114.4840 -47.5800 183.5948
H28 -113.3758 -48.9221 183.1185
C13 -110.5627 -46.5633 179.1651
C14 -112.1104 -46.6449 178.6962
O1 -112.7353 -45.4364 178.8988
H29 -110.6519 -46.5118 180.1701
H30 -109.9581 -45.9715 178.4947
H31 -110.1567 -47.4353 178.9083
H32 -112.5719 -47.5383 178.9911
H33 -112.0015 -47.0238 177.7583
H34 -113.5663 -45.3895 178.9589
C15 -110.1334 -47.4934 183.6679
C16 -111.2408 -47.0641 184.7675
O2 -111.6999 -48.2048 185.4673
H35 -109.3167 -47.8412 184.1231
H36 -109.8621 -46.4516 183.3419
H37 -110.4239 -48.3120 182.8043
H38 -112.1659 -46.4951 184.4009
H39 -110.7326 -46.4481 185.3455
H40 -112.5691 -47.9731 185.9189
C17 -114.3726 -43.4003 181.7584
C18 -113.3175 -44.4656 182.0646
O3 -112.1822 -43.9551 181.4540
H41 -115.2907 -43.6980 182.0910
H42 -114.3828 -43.1317 180.6401
H43 -113.9758 -42.2675 182.0894
H44 -113.2521 -45.4335 181.5796
H45 -113.2527 -44.4764 183.0626
H46 -111.9160 -44.5074 180.6281
C19 -114.7530 -55.0361 176.7689
C20 -116.0097 -54.8376 175.8781
O4 -116.4724 -53.5473 175.7644
H47 -114.3161 -56.0457 176.7623
H48 -115.1333 -54.7392 177.5848
H49 -113.8584 -54.3429 176.6053
H50 -116.8831 -55.3669 176.4101
H51 -115.8167 -55.2147 174.9280
H52 -115.7962 -53.0022 175.2631
C21 -119.9841 -52.9831 179.0320
C22 -118.7642 -53.3744 178.0842
O5 -118.4638 -52.2564 177.3875
H53 -120.6588 -52.4611 178.2757
H54 -119.6191 -52.2952 179.6751
H55 -120.3618 -53.8659 179.3452
H56 -119.1248 -54.2793 177.5038
H57 -118.0320 -53.6042 178.5946
H58 -117.9691 -52.6213 176.7669
C23 -119.1181 -45.6778 180.1442
C24 -119.0969 -46.7965 179.1799
O6 -117.9154 -46.9453 178.4170
H59 -119.9146 -45.5333 180.8449
H60 -118.9281 -44.6391 179.7222
H61 -118.4041 -45.9079 180.9624
H62 -119.8284 -46.6394 178.5251
H63 -118.9748 -47.7800 179.8421
H64 -117.9492 -47.9227 177.7810
C25 -114.9895 -48.7798 186.7254
C26 -115.1441 -47.1779 186.5777
O7 -113.8546 -46.6451 186.5917
H65 -115.8458 -49.2521 186.7480
H66 -114.9140 -49.0528 187.6754
H67 -114.0799 -49.2623 186.1788
H68 -115.6992 -46.8724 187.3810
H69 -115.7181 -47.0804 185.5109
H70 -113.9286 -45.6045 186.4079
C27 -114.8191 -47.7858 175.4905
C28 -115.0374 -49.2065 175.0792
O8 -113.9745 -49.7649 174.3570
H71 -114.3247 -47.1320 174.7804
H72 -114.2070 -47.9009 176.4233
H73 -115.6451 -47.3613 175.8609
H74 -115.8045 -49.1705 174.3563
H75 -115.2634 -49.8540 176.0196
H76 -114.2123 -50.6518 174.0695
C29 -117.8245 -52.1016 182.0771
C30 -117.6923 -51.0365 183.3586
O9 -118.1098 -51.8556 184.5355
H77 -118.7766 -52.3408 181.7752
H78 -117.0932 -52.7784 182.1169
H79 -117.5841 -51.3209 181.3321
H80 -118.2726 -50.2044 183.3732
H81 -116.6190 -50.7686 183.6406
H82 -118.1250 -51.1171 185.2410
C31 -109.7580 -50.5438 176.5463
C32 -111.2081 -50.1508 176.1887
O10 -111.2309 -49.1901 175.1540
H83 -109.7933 -51.3296 177.4166
H84 -109.1339 -49.6198 176.4950
H85 -109.0011 -50.9954 175.9402
H86 -111.7356 -49.5510 177.1490
H87 -111.7085 -50.9634 176.0451
H88 -112.1534 -48.9807 174.9503

Computed properties:
Kohn-Sham gap: 9.56 eV
E_LUMO: 0.01 eV
Charge: 0
HOMO energy: -0.3512 Ha
SMILES: CCCCCC.CCCCCC.CCO.CCO.CCO.CCO.CCO.CCO.CCO.CCO.CCO.CCO
2S+1: 1
Molecular weight: 633.0 g mol⁻¹
Energy above the lowest of the compared OMol25 structures with the same formula, charge and spin: 1.386 eV

---

9 unconnected molecules or ions with the total composition C32H89N7O11 at a distorted geometry, computed with wB97M-V/def2-TZVPD.

Element x y z (Å)
C1 -0.5923 0.2883 -0.4252
C2 0.6095 -0.1784 0.3405
O1 0.2635 -1.1778 1.2927
O2 -1.5235 0.9808 0.3980
H1 -1.0605 -0.5967 -0.8854
H2 -0.3240 0.9016 -1.2847
H3 1.1091 0.6901 0.8069
H4 1.3470 -0.5524 -0.3876
H5 1.1212 -1.6277 1.5175
H6 -1.5555 0.4332 1.1958
C3 -2.9363 -1.9280 3.2079
C4 -2.4683 -1.7071 4.6389
O3 -2.7501 -2.8280 5.4573
O4 -2.3851 -0.9728 2.3189
H7 -4.0200 -1.8108 3.1858
H8 -2.6709 -2.9470 2.9020
H9 -2.9797 -0.8388 5.0455
H10 -1.3872 -1.5162 4.6403
H11 -2.1808 -3.5532 5.1865
H12 -1.5430 -1.3005 1.9565
C5 5.1248 -0.2646 -2.5340
C6 4.6359 -0.8222 -1.2043
C7 5.6670 -1.7836 -0.6466
O5 5.1167 -2.4819 0.4459
C8 5.9443 -3.5345 0.8861
N1 4.3037 0.2964 -0.3266
H13 5.9441 0.4394 -2.3558
H14 4.3224 0.2557 -3.0439
H15 5.5222 -1.0503 -3.1799
H16 3.6968 -1.3525 -1.4025
H17 6.5301 -1.1994 -0.2929
H18 5.9882 -2.4792 -1.4309
H19 6.8561 -3.1399 1.3528
H20 6.2386 -4.1882 0.0577
H21 5.3943 -4.1253 1.6156
H22 3.8480 -0.0203 0.5265
H23 5.1407 0.7949 -0.0365
C9 3.9136 -0.6485 3.2800
C10 2.9623 -1.8269 3.4188
C11 1.6854 -1.4270 4.1176
O6 1.9931 -1.1649 5.4468
C12 0.9308 -0.5682 6.1612
N2 2.6366 -2.3917 2.0547
H24 3.4192 0.2313 2.8598
H25 4.7845 -0.9240 2.6821
H26 4.2769 -0.3664 4.2695
H27 3.4796 -2.6059 3.9910
H28 0.8958 -2.1838 3.9775
H29 1.2956 -0.5134 3.6372
H30 -0.0265 -1.0636 5.9804
H31 0.8363 0.5044 5.9375
H32 1.1811 -0.6340 7.2217
H33 2.4524 -3.3879 2.1881
H34 3.4950 -2.4169 1.4913
C13 -2.3073 -3.2507 -4.7862
C14 -1.7370 -2.3409 -3.7386
C15 -0.5759 -1.5942 -4.3085
O7 -0.0957 -0.6574 -3.3469
C16 1.2817 -0.4071 -3.4510
N3 -2.8211 -1.4433 -3.3083
H35 -2.8688 -2.7037 -5.5428
H36 -2.9565 -4.0103 -4.3438
H37 -1.5383 -3.8460 -5.2987
H38 -1.4205 -2.9084 -2.8611
H39 -0.8948 -1.0617 -5.2195
H40 0.2385 -2.2764 -4.5949
H41 1.6043 0.1016 -2.5460
H42 1.4843 0.2275 -4.3260
H43 1.8405 -1.3432 -3.5782
H44 -2.4400 -0.6749 -2.7654
H45 -3.2633 -1.0399 -4.1346
C17 -1.8994 -5.8762 0.7532
C18 -2.2280 -4.5668 0.0309
C19 -0.9889 -3.7592 -0.2240
O8 -0.0101 -4.5330 -0.8667
C20 1.0444 -3.7539 -1.3712
N4 -2.9090 -4.9300 -1.2234
H46 -1.4311 -5.6420 1.7209
H47 -1.2069 -6.4791 0.1733
H48 -2.8130 -6.4116 0.9997
H49 -2.9221 -3.9794 0.6315
H50 -0.6069 -3.3672 0.7310
H51 -1.3051 -2.8872 -0.8170
H52 0.6848 -2.8349 -1.8664
H53 1.5707 -4.3495 -2.1173
H54 1.7431 -3.4297 -0.5846
H55 -2.2260 -5.4335 -1.7914
H56 -3.0938 -4.0890 -1.7742
C21 -2.9161 2.7218 -3.2316
C22 -3.9430 2.9392 -4.3351
C23 -4.5234 1.6590 -4.8665
O9 -3.5760 0.7137 -5.2623
C24 -2.8310 1.1060 -6.4084
N5 -5.0565 3.8436 -3.9969
H57 -2.1888 1.9778 -3.5882
H58 -3.3594 2.2972 -2.3269
H59 -2.3394 3.6243 -3.0325
H60 -3.4322 3.4727 -5.1502
H61 -5.2892 1.8231 -5.6360
H62 -5.1040 1.1739 -4.0647
H63 -3.4669 1.6645 -7.0991
H64 -2.4727 0.1945 -6.8803
H65 -1.9743 1.7190 -6.1108
H66 -5.4246 3.5908 -3.0790
H67 -4.7071 4.7874 -3.8751
C25 -1.9372 1.8635 3.8743
C26 -0.8487 2.8855 4.0746
C27 0.4068 2.4443 3.2977
O10 1.3645 3.4426 3.3283
C28 2.4299 3.1733 2.4486
N6 -1.2871 4.2449 3.7536
H68 -2.7905 2.0097 4.5372
H69 -1.5322 0.8797 4.1272
H70 -2.2715 1.8472 2.8369
H71 -0.4978 2.9004 5.1213
H72 0.1186 2.2151 2.2522
H73 0.7630 1.4996 3.7421
H74 2.9165 2.2224 2.7105
H75 3.1221 4.0069 2.5001
H76 2.0694 3.0646 1.4126
H77 -0.4276 4.7709 3.5864
H78 -1.6716 4.1342 2.8043
C29 -1.7171 6.2515 0.3472
C30 -1.4697 4.8295 -0.1440
C31 -0.0138 4.4838 0.0007
O11 0.7519 5.3529 -0.7820
C32 2.1293 5.1605 -0.5871
N7 -2.1948 3.9103 0.7367
H79 -1.2855 6.3544 1.3505
H80 -2.7831 6.4611 0.4543
H81 -1.2417 7.0093 -0.2731
H82 -1.7788 4.7935 -1.1948
H83 0.1434 3.4380 -0.3211
H84 0.2456 4.5784 1.0664
H85 2.6577 5.6398 -1.4156
H86 2.3887 4.0957 -0.6066
H87 2.4750 5.6570 0.3281
H88 -3.1920 3.9618 0.5464
H89 -1.9280 2.9445 0.5224

Computed properties:
Kohn-Sham gap: 8.77 eV
E_LUMO: 0.24 eV
Charge: 0
HOMO energy: -0.3134 Ha
SMILES: COC[C@H](C)N.COC[C@H](C)N.COC[C@H](C)N.COC[C@H](C)N.COC[C@H](C)N.COC[C@H](C)N.COC[C@H](C)N.OCCO.OCCO
2S+1: 1
Molecular weight: 748.1 g mol⁻¹
Energy above the lowest of the compared OMol25 structures with the same formula, charge and spin: 1.725 eV

---

A molecular structure, C32H90As2F15N8O12 at a distorted geometry, computed with wB97M-V/def2-TZVPD.

Element x y z (Å)
C1 2.4511 0.9362 -4.2529
C2 1.3843 1.9497 -4.6059
C3 1.4939 3.2155 -3.7818
O1 0.5254 4.1812 -4.2123
C4 0.8752 5.5199 -3.7205
N1 1.5873 2.3327 -6.0835
H1 0.6698 2.5784 -6.4500
H2 2.2212 3.1126 -6.2650
H3 1.9366 1.5947 -6.7004
H4 3.3880 1.4281 -4.5282
H5 2.4354 -0.0038 -4.8045
H6 2.3776 0.6899 -3.1947
H7 0.3418 1.6319 -4.6496
H8 2.5203 3.5957 -3.7515
H9 1.3257 2.9271 -2.7437
H10 1.2623 5.4089 -2.7094
H11 -0.0200 6.1120 -3.8944
H12 1.6193 5.8817 -4.4309
C5 -4.9954 -1.6131 5.1220
C6 -5.9755 -2.7034 4.7450
C7 -5.4904 -3.4000 3.4686
O2 -4.4690 -4.3467 3.6896
C8 -4.0453 -5.0687 2.5554
N2 -5.8739 -3.8393 5.7734
H13 -6.0993 -3.4760 6.6974
H14 -6.4734 -4.6308 5.5334
H15 -4.9432 -4.2671 5.7512
H16 -3.9871 -1.9382 4.8587
H17 -4.9651 -1.2229 6.1415
H18 -5.1674 -0.6961 4.5556
H19 -7.0318 -2.4521 4.6984
H20 -5.1968 -2.6241 2.7553
H21 -6.3398 -3.9042 2.9960
H22 -3.5258 -5.9656 2.8902
H23 -3.2915 -4.4412 2.0701
H24 -4.7834 -5.4047 1.8247
C9 -3.3796 2.0287 -1.8299
C10 -3.1582 2.0934 -3.3536
C11 -4.4097 1.8940 -4.2155
O3 -4.0800 2.1716 -5.5470
C12 -5.1205 2.4113 -6.4514
N3 -2.4264 3.3684 -3.8158
H25 -2.1773 3.3114 -4.8024
H26 -2.9822 4.1965 -3.6066
H27 -1.5176 3.4910 -3.3580
H28 -2.8812 1.1695 -1.3910
H29 -4.4240 2.0350 -1.5149
H30 -2.9685 2.8563 -1.2461
H31 -2.3860 1.4386 -3.7616
H32 -5.2412 2.4962 -3.8315
H33 -4.7334 0.8497 -4.1780
H34 -4.6937 2.7451 -7.3947
H35 -5.7708 3.2119 -6.0806
H36 -5.7801 1.5646 -6.6588
C13 0.1048 5.5317 0.7450
C14 1.2692 6.2925 1.3988
C15 2.6813 5.8355 1.0860
O4 2.9600 6.0493 -0.3056
C16 4.3278 5.8790 -0.6388
N4 1.0750 7.8232 1.3889
H37 0.6337 8.2514 2.2009
H38 1.9518 8.3363 1.2646
H39 0.5583 8.0615 0.5419
H40 -0.0303 5.8555 -0.2921
H41 -0.8738 5.6245 1.2198
H42 0.2095 4.4515 0.6355
H43 1.2928 6.0705 2.4688
H44 2.8937 4.8283 1.4434
H45 3.3940 6.4327 1.6677
H46 4.4329 5.9767 -1.7184
H47 4.7428 5.0100 -0.1276
H48 4.9363 6.7334 -0.3143
C17 -1.3894 2.0299 4.8368
C18 -0.7114 0.6860 4.9895
C19 -1.5388 -0.4341 4.4235
O5 -0.8203 -1.6121 4.6072
C20 -1.0809 -2.7199 3.7853
N5 0.6765 0.8523 4.3874
H49 0.6233 1.3147 3.4770
H50 1.3573 1.3813 4.9353
H51 1.0873 -0.0589 4.1276
H52 -1.0012 2.9181 5.3330
H53 -2.4352 2.0129 5.1568
H54 -1.4652 2.2412 3.7627
H55 -0.6276 0.6324 6.0753
H56 -1.7615 -0.3560 3.3499
H57 -2.5175 -0.4499 4.9215
H58 -2.1461 -2.6466 3.5177
H59 -0.9450 -3.6640 4.3029
H60 -0.5478 -2.6501 2.8343
C21 4.2341 1.1909 -0.9476
C22 4.6327 -0.2209 -0.5530
C23 6.0721 -0.2684 -0.0597
O6 6.4252 -1.5844 0.3845
C24 6.5988 -1.7900 1.7845
N6 3.7612 -0.7381 0.5723
H61 3.5089 -0.0689 1.3053
H62 2.8828 -1.1435 0.2463
H63 4.1476 -1.5576 1.0620
H64 3.2501 1.5317 -1.2665
H65 4.6074 1.2693 -1.9813
H66 4.7872 1.9580 -0.4065
H67 4.4781 -0.8186 -1.4494
H68 6.1956 0.3970 0.7997
H69 6.8653 -0.0063 -0.7579
H70 5.6990 -1.5048 2.3497
H71 7.3728 -1.1821 2.2532
H72 6.6090 -2.8245 2.1233
C25 -0.8308 -7.5995 -1.4516
C26 0.0424 -6.3672 -1.4311
C27 0.9449 -6.0783 -0.2515
O7 1.5209 -4.8049 -0.3072
C28 0.7978 -3.7317 0.2701
N7 0.8753 -6.2825 -2.7314
H73 1.8420 -6.6082 -2.7039
H74 0.4341 -6.7733 -3.5101
H75 0.9648 -5.3367 -3.1494
H76 -1.2077 -7.7474 -0.4399
H77 -0.3350 -8.5182 -1.7679
H78 -1.6569 -7.4503 -2.1460
H79 -0.6293 -5.5112 -1.5281
H80 1.7912 -6.7678 -0.3720
H81 0.6060 -6.4319 0.7249
H82 -0.2753 -3.8827 0.4056
H83 0.8903 -2.8110 -0.3149
H84 1.2018 -3.3439 1.2114
N8 2.5169 -2.4096 3.0941
O8 1.7224 -1.4507 2.9622
O9 2.2660 -3.3274 3.8811
O10 3.5509 -2.4512 2.3777
As1 0.0581 0.9634 -0.1409
F1 -0.4198 1.4574 -1.7532
F2 -1.1985 2.0038 0.5346
F3 0.5784 0.4066 1.4370
F4 1.3116 -0.0292 -0.9085
F5 1.1572 2.3424 -0.1090
F6 -1.0503 -0.4307 -0.2201
As2 4.1822 2.6500 3.2081
F7 3.2539 1.9138 4.5289
F8 3.6705 4.2297 3.7630
F9 4.9938 3.3672 1.8710
F10 4.5686 0.9936 2.6220
F11 2.6265 2.5344 2.3195
F12 5.6423 2.6958 4.1914
C29 -0.5129 -3.0333 -2.8722
O11 -1.5627 -3.9386 -2.6175
O12 0.3617 -3.5854 -3.7469
C30 -0.9930 -1.6028 -3.3335
F13 0.0735 -0.8787 -3.7541
F14 -1.9144 -1.5900 -4.3185
F15 -1.5181 -0.9116 -2.3013
C31 -2.5070 -3.6177 -1.5714
C32 -3.2610 -4.8827 -1.1854
H85 -2.6406 -5.7547 -0.9635
H86 -3.8345 -4.7938 -0.2587
H87 -4.0105 -5.1837 -1.9183
H88 -3.2814 -2.9494 -1.9501
H89 -1.9468 -3.3093 -0.6861
H90 0.0857 -2.9721 -1.9456

Computed properties:
Kohn-Sham gap: 5.75 eV
E_LUMO: -6.19 eV
Charge: +3
HOMO energy: -0.4388 Ha
2S+1: 1
Molecular weight: 1213.9 g mol⁻¹
Energy above the lowest of the compared OMol25 structures with the same formula, charge and spin: 3.483 eV